Record 1
Formula: C25H34MnN12P2S
Source: the OMol25 dataset
Level of theory: wB97M-V/def2-TZVPD

Computed properties:
Relative energy (zero: lowest compared OMol25 entry of this formula, charge and spin), kJ/mol: 0.0
M, g/mol: 651.6
F_max, eV/Å: 0.15
<S²>: 8.756
DFT total energy, eV: -105092.9718

The geometry in ORCA input format:
```
! wB97M-V def2-TZVPD RIJCOSX def2/J DEFGRID3
* xyz 0 6
Mn -0.898 0.700 1.067
N -4.208 -0.138 1.926
C -3.228 -0.554 2.814
N -3.491 -1.080 3.997
N -2.273 -1.297 4.540
N -1.343 -0.924 3.735
N -1.914 -0.431 2.606
C -3.926 0.042 0.578
N -4.765 -0.256 -0.395
N -4.104 0.076 -1.520
N -2.937 0.541 -1.236
N -2.786 0.549 0.112
H -5.117 -0.537 2.102
C -0.874 2.861 -2.267
P 0.118 1.772 -1.200
C 0.367 0.314 -2.314
N 0.505 0.576 -3.588
C 0.675 -0.461 -4.444
C 0.827 -0.210 -5.828
C 1.007 -1.254 -6.686
C 1.039 -2.587 -6.208
C 0.889 -2.855 -4.879
C 0.702 -1.787 -3.969
N 0.531 -2.050 -2.650
C 0.369 -1.040 -1.834
P 0.001 -1.444 -0.068
C -1.451 -2.525 -0.292
C 1.352 -2.565 0.548
C 1.405 -3.921 -0.152
C 2.689 -1.843 0.390
C 1.060 -2.768 2.042
C 1.805 2.575 -1.151
C 1.614 3.959 -0.520
C 2.468 2.733 -2.518
C 2.696 1.718 -0.251
H -0.363 3.081 -3.202
H -1.092 3.781 -1.727
H -1.810 2.343 -2.467
H 0.794 0.817 -6.167
H 1.124 -1.069 -7.746
H 1.180 -3.398 -6.910
H 0.900 -3.864 -4.490
H -1.221 -3.347 -0.969
H -2.264 -1.934 -0.712
H -1.765 -2.908 0.679
H 1.563 -3.822 -1.224
H 0.490 -4.493 0.011
H 2.231 -4.498 0.273
H 2.930 -1.667 -0.661
H 3.484 -2.460 0.816
H 2.690 -0.887 0.916
H 0.099 -3.257 2.209
H 1.042 -1.827 2.593
H 1.837 -3.406 2.471
H 1.058 4.626 -1.178
H 2.595 4.408 -0.344
H 1.098 3.909 0.441
H 1.840 3.278 -3.222
H 2.717 1.771 -2.965
H 3.397 3.296 -2.391
H 2.268 1.599 0.748
H 3.675 2.192 -0.144
H 2.855 0.730 -0.686
S -0.065 2.564 2.495
C -0.552 2.113 4.085
N -1.868 1.932 4.351
C -2.366 1.551 5.544
C -1.526 1.384 6.605
C -0.160 1.595 6.402
C 0.322 1.954 5.164
H -2.499 2.021 3.563
H -3.430 1.374 5.582
H -1.918 1.064 7.558
H 0.531 1.459 7.223
H 1.377 2.103 4.987
*
```

Mulliken population analysis, charges in e, atoms 1 to 5: -0.039 -0.116 0.273 -0.608 -0.723

Record 2
Formula: C25H34N4O5
Source: the OMol25 dataset
Level of theory: wB97M-V/def2-TZVPD

Computed properties:
Relative energy (zero: lowest compared OMol25 entry of this formula, charge and spin), kJ/mol: 1.1
M, g/mol: 470.6
F_max, eV/Å: 0.74
SMILES: COCCCNC(=O)CCn1c(=O)c2ccccc2n(CC(=O)NCCC2=CCCCC2)c1=O
DFT total energy, eV: -42677.8754

The geometry in ORCA input format:
```
! wB97M-V def2-TZVPD RIJCOSX def2/J DEFGRID3
* xyz 0 1
C -6.658 -0.015 0.834
H -7.072 0.854 0.308
O -5.764 -0.724 0.013
C -4.719 0.054 -0.525
C -3.623 0.418 0.484
H -2.806 0.899 -0.054
H -4.007 1.121 1.224
C -3.097 -0.822 1.215
N -2.554 -1.803 0.297
C -1.380 -1.622 -0.316
O -0.698 -0.621 -0.134
C -0.916 -2.738 -1.231
C 0.277 -3.467 -0.586
N 1.277 -2.499 -0.170
C 1.121 -1.980 1.102
O 0.337 -2.471 1.890
N 1.911 -0.907 1.437
C 2.815 -0.341 0.560
C 3.589 0.769 0.908
C 4.483 1.301 0.002
C 4.632 0.754 -1.267
C 3.869 -0.334 -1.625
C 2.963 -0.889 -0.722
C 2.123 -2.004 -1.150
O 2.128 -2.482 -2.265
H 3.944 -0.784 -2.603
H 5.335 1.183 -1.964
H 5.072 2.160 0.289
H 3.490 1.226 1.878
C 1.714 -0.338 2.754
H 2.652 -0.338 3.317
H 0.999 -0.985 3.273
C 1.151 1.091 2.745
O 1.538 1.913 3.553
N 0.200 1.318 1.830
H -0.073 0.603 1.163
C -0.402 2.621 1.678
H -1.482 2.499 1.557
H -0.198 3.173 2.599
C 0.166 3.405 0.482
C -0.209 2.793 -0.842
C -1.401 3.008 -1.386
C -1.859 2.409 -2.680
C -0.969 1.242 -3.096
C 0.494 1.644 -2.960
C 0.810 1.900 -1.490
H 0.816 0.944 -0.960
H 1.807 2.336 -1.386
H 1.144 0.855 -3.342
H 0.678 2.549 -3.542
H -1.160 0.391 -2.440
H -1.195 0.942 -4.121
H -1.840 3.184 -3.455
H -2.898 2.079 -2.585
H -2.107 3.668 -0.897
H 1.251 3.451 0.584
H -0.228 4.421 0.542
H 0.739 -4.136 -1.313
H -0.041 -4.019 0.300
H -1.714 -3.450 -1.437
H -0.573 -2.294 -2.169
H -3.115 -2.614 0.092
H -2.304 -0.526 1.908
H -3.903 -1.299 1.772
H -4.292 -0.560 -1.324
H -5.123 0.974 -0.973
H -6.185 0.326 1.762
H -7.463 -0.705 1.078
*
```

Mulliken population analysis, charges in e, atoms 1 to 5: -0.726 0.306 -0.391 -0.824 0.791